1.
# C21H20IrN4O4

A molecular structure, C21H20IrN4O4 at a distorted geometry (the ωB97M-V functional and the def2-TZVPD basis, the Open Molecules 2025 dataset).

```
! RIJCOSX wB97M-V def2-TZVPD def2/J DEFGRID3
* xyz 1 5
Ir -0.88104 -0.62236 -0.55312
O -3.75163 -0.57764 -1.00635
O -1.78417 1.01898 0.29256
O 0.92048 -0.76946 -2.37275
O 0.39289 -3.18714 -0.55424
N -0.51598 -2.53589 -0.48052
N -2.52873 -1.43102 -1.24555
N 0.99263 1.34892 0.79211
N 0.87360 0.42005 -0.09630
C 1.32317 5.48951 3.40721
C -1.51084 -4.84271 -0.51132
C 2.11630 -0.21838 -0.37673
C -0.01240 1.98852 1.37893
C -1.75334 -3.37771 -0.56052
C -0.07563 5.24353 3.29110
C -0.52804 4.04240 2.74356
C 0.60016 -1.42737 -3.54538
C 2.21373 -0.88421 -1.68211
C 2.19142 4.62893 2.69325
C 3.20930 -1.86041 -2.11755
C -1.86949 3.84905 2.46337
C 3.36423 -0.19863 0.35542
C -2.87336 -2.73958 -0.92829
C -1.36866 1.94145 1.08347
C -4.26065 -3.10847 -1.50292
C 4.24818 -1.83751 -1.20076
C 4.45162 -0.97746 -0.03571
C 0.34625 3.18920 2.08951
C 1.77790 3.44066 2.10498
C -2.40469 2.89281 1.76085
H -2.48108 -5.35654 -0.24052
H -0.58351 -5.05161 0.03515
H 3.35906 4.65245 2.70484
H 5.27880 -0.99899 0.55317
H 3.21656 -2.72373 -2.77064
H 2.55954 2.85968 1.73199
H -3.72357 0.16407 -1.63076
H 1.83331 6.23951 4.00969
H -0.67682 5.99863 3.74407
H 3.16733 0.46147 1.13997
H -1.20158 -5.10657 -1.66213
H 0.02726 -2.33967 -3.27847
H 1.45988 -1.70450 -4.15880
H -4.50885 -4.12530 -1.52322
H -2.67630 4.55219 2.62185
H -3.44376 2.56422 1.53688
H 4.90737 -2.67657 -1.05534
H -5.01941 -2.81516 -0.75644
H -0.01108 -0.92040 -4.19374
H -4.38637 -2.57124 -2.49374
*
```

Output
Kohn-Sham gap (spin up / spin down): 0.17537 / 0.18318 Ha
E_HOMO (spin up / spin down): -8.97 / -10.89 eV
Calculated total energy: -39071.7028 eV
⟨S²⟩: 6.070

2.
# C2N4O2

A molecular structure, C2N4O2 at a distorted geometry (the ωB97M-V functional and the def2-TZVPD basis, the Open Molecules 2025 dataset).

```
! RIJCOSX wB97M-V def2-TZVPD def2/J DEFGRID3
* xyz 0 1
O 1.37965 -1.62846 0.00066
O 2.07003 0.45274 -0.03778
N -2.08190 -1.65562 -0.05084
N -0.41299 0.12726 0.11038
N 1.38720 -0.47508 -0.00164
N -0.52051 2.56732 -0.04006
C -1.30868 -0.80748 0.00738
C -0.51281 1.41932 0.01191
*
```

Output
Kohn-Sham gap (spin up / spin down): 0.29959 / 0.29962 Ha
E_HOMO (spin up / spin down): -10.56 / -10.56 eV
Calculated total energy: -12122.9979 eV

3.
# C31H40BrN5RhS3

A molecular structure, C31H40BrN5RhS3 (the ωB97M-V functional and the def2-TZVPD basis, the Open Molecules 2025 dataset).

```
! RIJCOSX wB97M-V def2-TZVPD def2/J DEFGRID3
* xyz -1 5
Rh 0.01031 1.59585 0.80958
Br 2.42350 1.90428 1.81160
S 0.66754 2.12695 -1.74077
S -2.56872 1.93716 -0.13352
S -0.40653 3.96512 1.32429
N -1.26889 0.76095 -2.91381
N 0.82413 -1.01880 2.77652
N -0.90535 2.83676 -3.78125
N 0.60385 -0.79168 0.45821
N 1.80985 -2.57423 1.40889
C -2.49353 -0.00049 -4.93687
C -1.24182 0.54965 5.34508
C -0.13957 -0.13486 3.33305
C 0.56811 -5.20126 3.74231
C 1.03281 -1.40537 1.50393
C -0.93921 0.68620 2.53775
C -0.19313 -2.83965 -2.51368
C 0.77147 -1.42190 -0.79288
C 1.07572 3.78562 -4.94121
C 3.07101 -0.40923 -1.08053
C -2.68427 3.62745 -0.15268
C 1.68940 -3.75435 2.16383
C 2.69203 -4.72437 1.99733
C -0.11495 4.03895 -4.02531
C -1.80153 4.47895 0.52017
C -2.13089 1.29818 4.58372
C -0.27071 -2.21827 -1.27386
C 3.82932 -4.46713 1.04498
C -0.23013 -0.17460 4.73485
C 1.93000 -1.25715 -1.56986
C 0.76770 -0.95092 5.56368
C -1.95462 1.37655 3.20825
C -2.57572 0.61330 -3.53818
C -2.08409 5.97060 0.54434
C 1.98391 -1.88908 -2.81193
C -3.86894 4.23431 -0.88602
C 1.56328 -6.15549 3.59831
C 0.93897 -2.67044 -3.29326
C 2.60925 -5.90759 2.71970
C -0.55930 1.89574 -2.87223
C 0.62148 -4.01147 3.02827
H -1.92797 0.63843 -5.62271
H 4.32050 -3.51527 1.26634
H -1.06067 0.15333 -2.13761
H -4.67179 4.48979 -0.18414
H 0.70920 -2.03314 5.39247
H 1.76987 3.09289 -4.46073
H 1.01272 -3.14128 -4.26597
H -3.59102 5.15067 -1.41554
H -3.07746 1.58206 -3.56191
H 0.22769 4.39754 -3.05860
H 0.75219 3.35473 -5.89279
H 3.39315 -6.64933 2.59462
H -3.17311 -0.01998 -2.88607
H 1.79121 -0.62856 5.34253
H -1.85017 6.42906 -0.42246
H 1.52692 -7.08229 4.15882
H -3.49399 -0.14936 -5.35389
H -1.46554 6.44871 1.30020
H -3.13549 6.18137 0.76398
H 3.90341 -0.44000 -1.78667
H 1.60336 4.72112 -5.14835
H -0.26873 -5.38104 4.40746
H -0.17490 -3.28615 3.12972
H 0.59013 -0.78092 6.62556
H 3.43144 -0.71566 -0.09542
H -1.14619 -2.33951 -0.64267
H -1.33232 0.52465 6.42713
H -2.61434 2.01899 2.63216
H 4.57173 -5.26231 1.10994
H 2.75004 0.62646 -0.95685
H -1.98406 -0.96593 -4.89153
H 2.23949 -2.68864 0.50687
H -4.26804 3.51985 -1.60239
H 3.48221 -4.42062 0.00639
H -1.01515 -3.45625 -2.86303
H 2.87790 -1.76229 -3.41401
H -2.93166 1.84753 5.06776
H 1.42873 -1.47053 3.43737
H -1.47075 2.51897 -4.55140
H -0.78029 4.78870 -4.45538
*
```

Output
Kohn-Sham gap (spin up / spin down): 0.19883 / 0.24399 Ha
E_HOMO (spin up / spin down): -2.98 / -4.44 eV
Calculated total energy: -145806.3020 eV
⟨S²⟩: 6.026

4.
# C16H31As2FeN2SSeSi

A molecular structure, C16H31As2FeN2SSeSi at a distorted geometry (the ωB97M-V functional and the def2-TZVPD basis, the Open Molecules 2025 dataset).

```
! RIJCOSX wB97M-V def2-TZVPD def2/J DEFGRID3
* xyz 2 6
Se -0.16100 -2.54550 0.34980
As -0.03090 2.32520 -0.21020
As 2.21680 -0.04260 -0.26080
Fe -0.21320 -0.35910 0.57840
S -2.45250 0.38810 0.52350
Si -0.02300 -5.09800 0.10710
N -4.89270 -0.61820 1.02720
N -4.80900 0.69350 -0.71160
C 2.45720 0.02090 1.70980
C -6.27750 -0.58380 0.58570
C -6.22330 0.36810 -0.62560
C 0.08470 2.60040 1.74970
C 2.75020 1.77420 -0.80870
C -1.14270 3.88800 -0.64110
C 3.39670 4.31860 -1.71520
C -1.86860 -5.54430 0.01400
C -4.10830 0.12900 0.26420
C 1.78470 2.78680 -0.80770
C 0.94220 -5.59020 1.67260
C 0.91750 -5.29850 -1.53370
C 4.35450 3.32020 -1.71410
C 4.03390 2.04810 -1.26530
C 3.77460 -1.17920 -0.67610
C 2.11130 4.05550 -1.26800
H -2.33370 -5.11040 -0.86720
H 4.78920 1.27410 -1.27930
H -4.43290 1.30700 -1.41410
H 2.87120 0.97310 2.03550
H 0.03490 1.64740 2.29470
H 1.91480 -4.86750 -1.49730
H 1.96740 -5.22660 1.64410
H -0.76610 3.20320 2.06790
H 4.64690 -0.87500 -0.09300
H -4.58720 -1.12170 1.84140
H -1.98560 -6.62130 -0.05230
H 1.36810 4.84420 -1.27980
H 1.50320 -0.15020 2.24360
H -6.56700 -0.10810 -1.54520
H -2.42090 -5.20710 0.88620
H -1.08900 4.10510 -1.70860
H 1.00260 3.11790 2.02460
H -6.61140 -1.58590 0.30980
H 3.52870 -2.21440 -0.42350
H 5.35270 3.52820 -2.07110
H -6.92400 -0.20670 1.37970
H 3.13750 -0.77720 2.00540
H 1.02810 -6.35560 -1.76030
H 3.64610 5.30410 -2.07610
H 0.47900 -5.21440 2.58180
H 0.98670 -6.67330 1.75340
H -2.17990 3.65790 -0.38470
H -6.81450 1.27270 -0.46510
H 0.38460 -4.84110 -2.36350
H 4.00220 -1.13090 -1.74330
H -0.83160 4.76120 -0.06570
*
```

Output
Kohn-Sham gap (spin up / spin down): 0.29612 / 0.22249 Ha
E_HOMO (spin up / spin down): -13.61 / -13.84 eV
Calculated total energy: -260184.3323 eV
⟨S²⟩: 8.780

5.
# C17H33N2O2P2Re

A molecular structure, C17H33N2O2P2Re at a distorted geometry (the ωB97M-V functional and the def2-TZVPD basis, the Open Molecules 2025 dataset).

```
! RIJCOSX wB97M-V def2-TZVPD def2/J DEFGRID3
* xyz 1 4
Re -0.51334 -1.23900 0.81191
P -2.51173 -0.64535 0.33395
P 2.50494 0.45869 -0.26937
O -0.73132 2.04139 -2.57592
O 2.63702 4.36587 -3.40435
N -0.28330 -0.00703 2.42365
N -0.23794 -1.28322 -1.43286
C -2.70876 -1.17535 -1.45408
C -0.41592 0.30897 4.66435
C -0.64186 1.55548 4.04723
C -1.39151 -1.31540 -2.15056
C -3.17712 1.04722 0.12786
C 2.31697 -0.94591 -1.65629
C 2.74806 -1.14139 0.85680
C -0.18489 -0.63290 3.64247
C -1.43339 -1.49377 -3.53263
C -0.26035 -1.66156 -4.23396
C 0.14866 -2.05266 3.61746
C -0.52477 1.35217 2.64630
C 0.93650 -1.23911 -2.17003
C 4.24768 0.97065 0.36087
C -0.52643 2.35766 1.58693
C -3.78023 -1.51937 1.28417
C 0.92202 -1.57119 -3.52281
H -0.39629 0.05793 5.72449
H 2.94242 -0.54617 -2.38117
H -0.83889 2.52433 4.48601
H 4.04469 1.48017 1.31276
H -3.32974 -0.40753 -1.94186
H -0.02266 2.01070 0.66796
H 1.88311 -1.69408 -4.01162
H -4.06212 1.01445 -0.52707
H -0.08130 2.64261 -3.00670
H -3.47095 -2.56743 1.37718
H -2.41194 -1.49200 -4.01089
H 2.60597 3.97009 -4.29265
H 1.19249 -2.21557 3.29571
H -1.54524 2.70858 1.35018
H -0.53319 -2.62583 2.95348
H 0.05643 -2.44047 4.63733
H -1.12396 -2.76222 0.88902
H -1.60041 2.31459 -3.05233
H 1.94984 -1.88952 0.65240
H -0.24890 -1.85609 -5.29620
H -4.75130 -1.42022 0.79261
H -3.26538 -2.12861 -1.44410
H -2.41284 1.68981 -0.33838
H 3.54226 4.55115 -3.25753
H 4.88704 0.09218 0.49583
H -3.43451 1.42282 1.12576
H -3.79168 -1.05784 2.27862
H 4.73237 1.68222 -0.31353
H 0.01187 3.24603 1.96354
H 2.79246 -1.89636 -1.33228
H 2.69379 -0.79805 1.89602
H 3.11719 1.45429 -1.34000
H 3.73034 -1.59886 0.64635
*
```

Output
Kohn-Sham gap (spin up / spin down): 0.26496 / 0.16697 Ha
E_HOMO (spin up / spin down): -9.60 / -9.60 eV
Calculated total energy: -45934.6450 eV
⟨S²⟩: 3.776

6.
# C2H7N4

A molecular structure, C2H7N4 at a distorted geometry (the ωB97M-V functional and the def2-TZVPD basis, the Open Molecules 2025 dataset).

```
! RIJCOSX wB97M-V def2-TZVPD def2/J DEFGRID3
* xyz 1 1
N 1.31489 -0.54237 1.09191
N -0.57855 -0.36897 0.20378
N 0.54490 0.67486 -0.89694
N 0.10624 -0.85537 1.07721
C 1.68339 0.39445 -0.06544
C -1.90467 -0.42498 -0.05523
H 2.46221 -0.07428 -0.60415
H -2.53692 -0.79272 0.74960
H -2.19499 -1.15219 -0.88256
H -2.17759 0.61823 -0.43195
H 0.01928 1.66737 -0.96773
H 2.10744 1.28496 0.36501
H 1.94853 -0.89463 1.79357
*
```

Output
Kohn-Sham gap: 0.35357 Ha
E_HOMO: -14.70 eV
Calculated total energy: -8136.5202 eV

> Which formula does entry 5 have?

C17H33N2O2P2Re